120
Properties=species:S:1:pos:R:3:lowdin_charge:R:1 method="wB97M-V/def2-TZVPD" homo_energy_ha=-0.3956 lumo_ev=-0.351 e_above_lowest_kcal_mol=232.2
H -0.586 0.016 -1.748 0.0604
H -1.495 -0.168 -0.475 0.0233
O -0.693 -0.487 -0.894 -0.0582
H -0.075 -2.375 -4.906 0.0299
H -1.111 -3.107 -3.875 0.0407
O -0.230 -3.133 -4.320 -0.0823
H 1.286 -1.080 -0.332 0.0549
H 1.380 -0.325 1.064 0.0184
O 1.843 -0.507 0.248 -0.0866
H 0.372 5.558 1.252 -0.0006
H 1.040 6.186 2.486 -0.0500
O 0.537 6.334 1.762 -0.0093
H -0.482 0.629 -4.871 0.0655
H 0.822 -0.245 -4.722 0.0169
O -0.076 -0.146 -4.475 -0.0530
H 3.950 -1.633 -1.408 0.0806
O 4.115 -0.660 -1.186 -0.1190
H 1.940 5.154 3.292 0.0260
O 1.416 4.785 4.016 -0.0704
H 1.715 -0.758 2.969 0.0098
H 2.492 -1.983 2.527 0.0453
O 2.531 -1.037 2.520 -0.0494
H -1.702 -1.746 -0.435 -0.0125
H -2.503 -3.073 -0.918 0.0221
O -2.269 -2.481 -0.227 -0.0430
H 2.888 0.827 -5.542 0.0355
H 2.092 -0.020 -6.286 0.0141
O 2.008 0.863 -5.989 -0.0544
H 0.390 4.107 -0.145 0.0285
H -0.324 4.992 -1.209 0.0287
O -0.402 4.175 -0.714 -0.0407
H 2.166 -4.636 -4.446 0.0350
O 2.389 -4.810 -3.520 -0.0490
H -0.921 1.309 2.792 0.0187
H -2.442 1.498 2.946 0.0242
O -1.581 1.841 3.328 -0.0968
H -1.227 1.015 5.767 0.0417
H -2.152 -0.047 6.384 0.0795
O -1.461 0.089 5.685 -0.0678
H 3.540 1.936 -3.043 -0.0058
H 3.874 0.480 -3.514 0.0136
O 3.596 1.328 -3.808 -0.0698
H 2.830 4.420 -3.597 -0.0015
H 4.206 3.961 -3.434 0.0770
O 3.448 4.303 -2.928 -0.0261
H 0.774 0.552 3.524 0.0548
H -0.492 -0.424 3.948 0.0452
O 0.146 -0.118 3.274 -0.0556
H 2.031 6.469 0.436 0.0689
H 2.873 5.263 -0.279 0.0499
O 2.300 5.527 0.468 -0.0857
H -5.575 -3.262 0.094 0.0453
O -4.906 -3.548 -0.520 -0.0074
H -0.634 -3.251 1.563 -0.0215
H -0.494 -1.629 1.757 0.0244
O -0.105 -2.461 1.549 -0.0489
H 2.512 -5.306 3.166 0.0152
O 2.086 -5.216 2.359 0.0167
H -4.325 0.980 3.805 -0.0433
H -3.956 -0.028 4.659 0.0028
O -4.708 0.542 4.543 -0.0415
H -4.360 1.459 1.262 0.0564
H -4.540 2.755 2.346 0.0811
O -4.076 1.974 2.028 -0.0483
H 1.935 -4.117 0.285 0.0263
H 0.947 -2.977 0.219 0.0098
O 1.384 -3.664 -0.363 -0.0605
H 1.608 2.718 1.452 0.0854
H 0.248 2.886 2.125 -0.0076
O 1.124 3.130 2.218 -0.0331
H 4.669 1.171 1.395 0.0837
H 3.275 0.520 1.790 -0.0245
O 3.725 1.195 1.352 -0.0161
H -0.458 -4.996 0.372 0.0453
H -1.867 -4.667 0.556 0.0553
O -1.065 -4.842 1.116 -0.0701
H -1.734 -1.200 -3.722 0.0075
H -2.649 -0.082 -3.622 0.0103
O -2.636 -1.007 -3.374 -0.0628
H -3.713 -3.396 1.599 0.0015
H -4.398 -4.517 2.220 0.1097
O -3.428 -4.275 1.954 -0.1042
H -0.473 2.254 -2.236 0.0346
H 0.279 1.182 -3.230 0.0152
O -0.510 1.614 -2.974 -0.0499
H -3.612 -0.251 -1.162 0.0343
H -3.952 -1.521 -0.406 -0.0409
O -4.343 -0.705 -0.711 -0.0498
H -2.740 -0.371 -5.721 0.0362
O -3.487 0.193 -5.479 -0.0512
H -5.360 -1.451 2.147 0.0639
H -4.297 -1.173 1.036 0.0370
O -4.435 -1.119 2.073 -0.0982
H -4.689 -2.889 -1.143 0.0055
H 3.689 -0.639 -0.268 0.0283
H 1.375 -4.648 2.192 -0.0197
H 2.014 4.446 4.729 0.0784
H 1.680 -4.552 -2.945 -0.0220
H -3.190 1.029 -5.874 0.0567
O 3.094 2.144 3.744 -0.0770
H 3.408 2.126 2.824 -0.0132
H 2.329 2.732 3.665 -0.0192
O -2.103 1.790 -0.842 -0.0698
H -1.951 2.290 -0.016 0.0525
H -1.448 2.379 -1.322 0.0180
O -1.366 -2.568 4.101 -0.0385
H -1.944 -2.879 4.786 0.0375
H -1.767 -2.992 3.318 0.0235
O 1.003 5.464 -2.780 -0.0639
H 0.470 6.203 -3.126 0.0764
H 1.938 5.514 -2.507 0.0252
O 5.058 -2.647 0.601 -0.0717
H 5.228 -2.092 -0.206 0.0362
H 4.137 -2.714 0.872 0.0083
O -1.108 -4.092 -2.136 -0.0844
H -0.648 -3.640 -1.421 0.0038
H -0.359 -4.418 -2.772 0.0885
O 3.257 1.880 -1.358 -0.0917
H 3.852 2.434 -0.763 0.0931
H 2.845 1.161 -0.873 -0.0005

13
Properties=species:S:1:pos:R:3:lowdin_charge:R:1 method="wB97M-V/def2-TZVPD" homo_energy_ha=-0.3331 lumo_ev=0.701 e_above_lowest_kcal_mol=38.6
C 2.582 -1.357 0.200 0.0891
C 2.610 -0.094 -0.010 -0.4121
F 2.735 0.894 0.917 0.0865
F 2.811 0.411 -1.243 0.0899
H 2.583 -1.707 1.201 0.0725
H 2.391 -2.030 -0.590 0.0707
O -3.318 -0.055 -1.027 0.0165
C -2.696 0.899 -0.318 -0.2236
C -1.642 0.794 0.485 -0.1642
F -0.909 -0.322 0.541 -0.0039
H -2.765 -0.905 -0.847 0.1548
H -3.184 1.758 -0.399 0.0700
H -1.198 1.714 1.090 0.1539

98
Properties=species:S:1:pos:R:3:lowdin_charge:R:1 method="wB97M-V/def2-TZVPD" homo_energy_ha="-0.5655 / -0.6523" total_charge=+3 multiplicity=5 lumo_ev="-8.062 / -13.269" e_above_lowest_kcal_mol=0.0
C 2.528 -1.372 -1.152 -0.3066
C 1.823 0.735 -2.029 -0.3145
C 3.306 -1.616 -2.283 0.0337
C 2.499 0.437 -3.246 0.0379
C 3.250 -0.715 -3.349 0.0131
H 3.934 -2.504 -2.305 0.1433
H 2.435 1.167 -4.055 0.1418
H 3.800 -0.924 -4.263 0.1406
N 1.849 -0.225 -1.028 -0.0606
P 0.782 -2.314 0.831 1.1132
P 0.726 2.442 -0.114 1.1140
C 2.406 -2.388 -0.018 -0.2409
H 2.589 -3.414 -0.366 0.1078
H 3.198 -2.172 0.715 0.1090
C 1.231 1.987 -1.756 -0.1590
H 1.266 2.733 -2.550 0.1080
C -1.002 3.295 -0.115 -0.6322
C 2.073 3.780 0.176 -0.6383
C -0.287 -3.468 -0.299 -0.6193
C 1.125 -3.223 2.455 -0.6493
C -2.026 2.333 0.497 -0.1097
H -1.753 2.114 1.532 0.0519
H -3.015 2.817 0.512 0.1164
H -2.108 1.386 -0.051 0.0506
C -1.047 4.562 0.756 -0.0704
H -0.752 4.339 1.790 0.0863
H -0.451 5.391 0.359 0.0775
H -2.090 4.912 0.781 0.1166
C -1.422 3.612 -1.549 -0.0612
H -2.421 4.076 -1.513 0.1214
H -0.750 4.315 -2.059 0.0933
H -1.498 2.694 -2.146 0.0533
C 2.011 4.302 1.623 -0.0700
H 2.032 3.478 2.349 0.0726
H 2.903 4.921 1.794 0.1112
H 1.140 4.937 1.810 0.0666
C 3.483 3.211 -0.046 -0.0686
H 3.709 2.389 0.639 0.0698
H 3.646 2.871 -1.074 0.0861
H 4.200 4.025 0.144 0.1156
C 1.893 4.935 -0.830 -0.0524
H 2.142 4.641 -1.858 0.0916
H 0.892 5.375 -0.851 0.0635
H 2.589 5.737 -0.540 0.1220
C -0.187 -3.802 3.006 -0.0639
H -0.003 -4.114 4.045 0.1128
H -0.985 -3.048 3.019 0.0739
H -0.534 -4.687 2.458 0.0762
C 1.677 -2.229 3.482 -0.0897
H 2.638 -1.797 3.181 0.0766
H 0.965 -1.422 3.679 0.0575
H 1.844 -2.769 4.425 0.1157
C 2.179 -4.326 2.268 -0.0555
H 3.173 -3.921 2.043 0.0911
H 2.254 -4.870 3.219 0.1202
H 1.921 -5.059 1.499 0.0712
C -0.153 -2.986 -1.748 -0.0875
H 0.849 -3.170 -2.153 0.0851
H -0.861 -3.540 -2.380 0.1067
H -0.396 -1.921 -1.857 0.0613
C -1.757 -3.391 0.119 -0.0963
H -2.095 -2.358 0.250 0.0093
H -2.372 -3.822 -0.685 0.1093
H -1.984 -3.968 1.025 0.0843
C 0.153 -4.939 -0.224 -0.0566
H 1.196 -5.093 -0.524 0.0878
H -0.018 -5.385 0.763 0.0752
H -0.470 -5.507 -0.933 0.1229
Pt 0.672 0.120 0.710 1.0193
C 2.061 0.532 1.871 -0.3138
O 2.943 0.812 2.582 0.1679
N -3.084 -0.846 -1.178 0.1883
C -2.932 -0.730 -2.328 -0.1388
C -2.863 -0.404 -3.787 -0.5958
C -1.890 0.758 -4.026 -0.0390
C -2.455 -1.646 -4.574 -0.0386
C -4.267 0.024 -4.204 -0.0344
H -2.342 1.693 -3.670 0.0741
H -0.912 0.628 -3.542 0.0666
H -1.723 0.870 -5.106 0.1086
H -3.131 -2.475 -4.329 0.1032
H -2.520 -1.443 -5.652 0.1071
H -1.424 -1.935 -4.337 0.0746
H -4.307 0.258 -5.272 0.1075
H -4.980 -0.781 -3.999 0.1050
H -4.570 0.913 -3.643 0.0970
C -1.852 1.214 5.618 0.0248
N -1.603 0.617 4.313 -0.0830
C -2.468 -0.224 3.622 0.0184
C -1.896 -0.470 2.411 -0.1202
N -0.653 0.148 2.394 -0.1548
C -0.505 0.817 3.544 -0.1300
H -2.793 0.811 6.008 0.1121
H -1.033 0.976 6.312 0.1135
H -1.941 2.309 5.542 0.1141
H -3.402 -0.563 4.029 0.1453
H -2.315 -0.940 1.538 0.0834
H 0.315 1.463 3.858 0.1548

80
Properties=species:S:1:pos:R:3:lowdin_charge:R:1 method="wB97M-V/def2-TZVPD" homo_energy_ha=-0.5511 total_charge=+2 lumo_ev=-6.357 e_above_lowest_kcal_mol=0.0
Zr 0.406 -0.356 -0.441 1.8523
C 1.672 1.733 -0.351 -0.0796
C 0.757 1.835 0.734 -0.1734
C 1.126 0.803 1.678 -0.1702
C 2.230 0.117 1.106 -0.1161
C 2.590 0.691 -0.139 -0.2564
C 3.665 0.180 -1.085 -0.5430
C 4.774 -0.507 -0.285 -0.0268
C 3.025 -0.837 -2.043 -0.0461
C 4.246 1.337 -1.897 -0.0188
C 0.605 0.447 3.079 -0.5010
C 0.802 1.640 4.025 -0.0186
C 1.437 -0.700 3.676 -0.0451
C -0.871 0.001 3.074 -0.0196
C -0.176 3.055 0.811 -0.5079
C -0.600 3.480 -0.606 -0.0344
C 0.655 4.211 1.397 -0.0111
C -1.435 2.884 1.656 -0.0328
H 1.655 2.360 -1.226 0.1299
H 2.801 -0.645 1.608 0.1100
H 4.424 -1.417 0.210 0.0827
H 5.187 0.156 0.476 0.1062
H 5.584 -0.800 -0.954 0.1012
H 2.490 -1.638 -1.494 0.0591
H 3.779 -1.374 -2.622 0.1138
H 2.349 -0.358 -2.751 0.0806
H 4.664 2.102 -1.241 0.1061
H 3.495 1.804 -2.536 0.0905
H 5.046 0.974 -2.543 0.1018
H 1.849 1.945 4.055 0.1067
H 0.510 1.350 5.035 0.1053
H 0.202 2.503 3.746 0.0556
H 2.493 -0.445 3.765 0.1012
H 1.349 -1.630 3.111 0.0591
H 1.070 -0.911 4.680 0.1033
H -1.560 0.816 3.265 0.0775
H -1.041 -0.758 3.839 0.0994
H -1.190 -0.442 2.121 0.0456
H 0.228 3.884 -1.187 0.0933
H -1.352 4.265 -0.536 0.1058
H -1.029 2.658 -1.181 0.0489
H 1.532 4.414 0.780 0.0979
H 0.994 4.009 2.410 0.0806
H 0.047 5.117 1.420 0.1046
H -2.033 2.022 1.372 0.0616
H -2.060 3.768 1.529 0.1052
H -1.214 2.811 2.718 0.0622
N 0.998 -2.474 0.505 -0.0500
C -0.109 -3.145 1.283 -0.2013
C -0.678 -4.347 0.559 -0.1798
C -1.423 -4.069 -0.743 -0.1735
C -0.571 -3.628 -1.925 -0.2048
N -0.390 -2.144 -1.986 -0.0556
H 1.296 -3.111 -0.229 0.0784
H 1.806 -2.362 1.107 0.0774
H -0.892 -2.410 1.491 0.0966
H 0.295 -3.450 2.247 0.1246
H -1.357 -4.848 1.251 0.1313
H 0.131 -5.062 0.374 0.1309
H -2.224 -3.336 -0.580 0.1132
H -1.931 -4.989 -1.033 0.1277
H -1.043 -3.941 -2.857 0.1286
H 0.413 -4.104 -1.910 0.1209
H -1.322 -1.787 -2.199 0.0477
H 0.128 -1.913 -2.835 0.0972
F -2.327 2.153 -3.309 0.2286
C -2.645 0.913 -3.098 -0.6493
F 0.232 0.428 -2.220 -0.4244
F -1.841 0.078 -3.725 0.1685
S -2.879 0.499 -1.263 0.6864
O -1.741 0.071 -0.430 -0.4311
O -3.628 1.581 -0.735 -0.1901
N -3.684 -0.855 -1.598 -0.2606
S -4.656 -0.579 -2.792 0.8787
O -3.975 0.692 -3.520 -0.0863
O -4.917 -1.640 -3.680 -0.1552
C -6.314 0.201 -2.194 -0.6641
F -6.332 1.463 -2.526 0.2200
F -6.345 0.041 -0.894 0.2007
F -7.254 -0.477 -2.790 0.2215

165
Properties=species:S:1:pos:R:3:lowdin_charge:R:1 method="wB97M-V/def2-TZVPD" homo_energy_ha="-0.7687 / -0.7686" total_charge=+6 multiplicity=2 lumo_ev="-11.595 / -15.003"
O -0.393 -0.753 0.990 -0.3236
C 0.004 -0.132 -0.239 -0.3320
C -1.007 0.761 -1.033 -0.2721
O -0.661 1.586 -2.094 -0.0689
H 0.566 -0.850 -0.837 0.0959
H 0.806 0.530 0.085 0.0607
H -1.486 1.547 -0.450 0.1106
H -1.687 -0.005 -1.406 0.0843
C -1.396 3.343 7.406 -0.0390
C -1.153 3.914 6.018 -0.1446
N -0.693 2.954 4.978 -0.0288
C -1.177 2.816 3.718 -0.0145
C -0.481 1.776 3.098 -0.0555
N 0.472 1.357 3.969 -0.1061
C 0.427 2.089 5.108 0.0775
C 1.486 0.353 3.682 0.0319
H -2.394 2.906 7.436 0.0893
H -1.398 4.060 8.227 0.1065
H -0.554 2.700 7.662 0.0731
H -0.361 4.656 5.913 0.1402
H -2.128 4.289 5.710 0.1316
H -1.861 3.583 3.387 0.1419
H -0.662 1.408 2.099 0.1038
H 1.050 1.990 5.985 0.1704
H 1.824 0.508 2.657 0.0768
H 0.967 -0.604 3.622 0.0879
H 2.181 0.254 4.516 0.1209
C 4.721 -2.444 -5.076 -0.0401
C 3.832 -2.614 -3.842 -0.1693
N 2.622 -1.836 -4.085 -0.0594
C 2.537 -0.487 -4.001 -0.0139
C 1.230 -0.213 -4.182 -0.0232
N 0.466 -1.368 -4.434 -0.0476
C 1.395 -2.372 -4.367 0.0388
C -1.018 -1.495 -4.538 0.0475
H 4.887 -1.395 -5.321 0.0859
H 4.359 -2.950 -5.971 0.0999
H 5.694 -2.891 -4.871 0.0934
H 4.353 -2.257 -2.954 0.1149
H 3.579 -3.661 -3.673 0.1290
H 3.395 0.125 -3.764 0.1483
H 0.657 0.700 -4.240 0.1234
H 1.153 -3.422 -4.304 0.1664
H -1.481 -1.153 -3.612 0.0770
H -1.224 -2.513 -4.871 0.1115
H -1.325 -0.794 -5.315 0.1094
C -8.299 4.688 -2.950 -0.0484
C -8.017 3.304 -3.429 -0.1563
N -6.572 3.064 -3.369 -0.0583
C -5.890 2.366 -2.381 0.0082
C -4.514 2.467 -2.634 -0.0075
N -4.372 3.154 -3.843 -0.0855
C -5.642 3.481 -4.276 0.0534
C -3.098 3.500 -4.458 0.0186
H -7.785 5.381 -3.615 0.0881
H -7.910 4.990 -1.978 0.0919
H -9.378 4.841 -2.943 0.1069
H -8.176 3.170 -4.499 0.1417
H -8.497 2.509 -2.859 0.1388
H -6.528 1.978 -1.601 0.1287
H -3.689 2.158 -2.008 0.1019
H -5.960 4.024 -5.154 0.1802
H -2.272 3.095 -3.873 0.0721
H -2.892 4.569 -4.499 0.1153
H -3.133 2.969 -5.409 0.1127
C -4.652 -0.865 6.875 -0.0168
O -3.907 -0.704 5.606 -0.2060
C -2.909 -1.693 5.529 -0.2177
C -1.909 -1.378 4.355 -0.0603
N -2.491 -1.365 2.885 0.0922
H -1.748 -1.025 2.291 0.0653
H -2.755 -2.295 2.593 0.1510
C -3.668 -0.334 2.849 -0.0388
C -4.013 0.010 1.392 -0.2100
O -4.486 -1.163 0.763 -0.1967
C -5.068 -0.986 -0.572 -0.0339
H -5.174 -1.822 6.869 0.1053
H -5.533 -0.243 6.716 0.0954
H -4.122 -0.517 7.761 0.1052
H -3.083 -2.738 5.271 0.1292
H -2.313 -1.820 6.433 0.1388
H -1.182 -2.185 4.448 0.1270
H -1.459 -0.388 4.419 0.0968
H -3.424 0.474 3.539 0.1253
H -4.446 -1.009 3.204 0.1407
H -3.227 0.487 0.806 0.0976
H -4.768 0.792 1.466 0.1350
H -4.268 -0.647 -1.230 0.0661
H -5.885 -0.266 -0.516 0.0884
H -5.431 -1.940 -0.952 0.0934
C 5.811 -5.112 3.453 -0.0598
O 6.113 -4.198 2.410 -0.1955
C 6.809 -4.726 1.359 -0.2543
C 6.824 -3.770 0.211 -0.0342
N 7.406 -2.365 0.688 0.0974
H 6.978 -2.233 1.594 0.1613
H 8.385 -2.596 0.597 0.1843
C 7.216 -1.105 -0.029 -0.0698
C 5.839 -0.317 0.282 -0.1588
O 4.730 -1.175 0.120 -0.2048
C 3.527 -0.543 0.496 -0.1089
H 5.211 -6.008 3.294 0.1012
H 5.291 -4.394 4.088 0.0994
H 6.684 -5.527 3.955 0.1084
H 6.189 -5.582 1.092 0.1410
H 7.758 -5.212 1.585 0.1522
H 5.830 -3.723 -0.233 0.1017
H 7.387 -4.134 -0.648 0.1451
H 7.282 -1.349 -1.090 0.1355
H 8.054 -0.458 0.230 0.1479
H 5.879 0.521 -0.415 0.1272
H 5.909 0.064 1.301 0.1301
H 3.578 0.221 1.272 0.0833
H 2.934 -1.339 0.949 0.0884
H 3.148 -0.125 -0.437 0.0780
C 0.620 6.913 0.051 -0.0591
O -0.355 5.843 -0.113 -0.1701
C -0.214 4.630 0.666 -0.1720
C 1.064 3.837 0.275 -0.0461
N 1.103 3.651 -1.277 0.0828
H 0.392 2.962 -1.475 0.0837
H 1.041 4.465 -1.872 0.1544
C 2.443 3.158 -1.777 -0.0898
C 3.424 4.321 -1.898 -0.2196
O 2.870 5.339 -2.708 -0.1769
C 3.879 6.219 -3.203 -0.0553
H 1.680 6.803 -0.178 0.0811
H 0.632 7.323 1.061 0.0946
H 0.307 7.828 -0.451 0.1063
H -1.070 4.010 0.396 0.1107
H -0.312 4.806 1.737 0.1160
H 1.188 2.825 0.659 0.1026
H 1.972 4.391 0.513 0.1217
H 2.249 2.769 -2.776 0.1302
H 2.774 2.344 -1.132 0.1156
H 4.395 3.941 -2.216 0.1330
H 3.717 4.737 -0.934 0.1288
H 4.214 7.054 -2.586 0.1052
H 3.440 6.732 -4.058 0.1054
H 4.741 5.660 -3.566 0.0990
C -3.663 -5.809 -2.850 -0.0540
O -2.825 -5.312 -1.785 -0.2094
C -3.280 -4.061 -1.353 -0.2095
C -1.993 -3.329 -0.951 -0.0567
N -1.169 -3.976 0.235 0.1155
H -0.495 -3.339 0.634 0.1176
H -1.871 -4.021 0.960 0.1487
C -0.494 -5.393 -0.001 -0.0091
C 0.952 -5.134 -0.543 -0.1535
O 1.636 -4.200 0.332 -0.1827
C 2.889 -3.821 -0.246 -0.1071
H -3.520 -5.230 -3.763 0.0876
H -4.745 -5.894 -2.748 0.1088
H -3.305 -6.794 -3.150 0.1056
H -3.886 -4.285 -0.475 0.1414
H -3.842 -3.538 -2.127 0.1286
H -2.225 -2.363 -0.503 0.0918
H -1.346 -3.126 -1.804 0.1149
H -1.129 -6.030 -0.618 0.1232
H -0.471 -5.926 0.949 0.1379
H 0.913 -4.763 -1.567 0.1145
H 1.500 -6.072 -0.452 0.1434
H 3.431 -4.582 -0.808 0.0981
H 3.641 -3.496 0.474 0.0729
H 2.762 -2.964 -0.906 0.0679

15
Properties=species:S:1:pos:R:3:lowdin_charge:R:1 method="wB97M-V/def2-TZVPD" homo_energy_ha=-0.2856 lumo_ev=0.509 e_above_lowest_kcal_mol=124.7
C -1.779 0.012 0.280 -0.1556
C -0.520 -0.784 -0.018 -0.1190
C 0.785 0.289 -0.621 -0.2051
C 0.203 1.400 -1.072 -0.1031
N -0.334 2.381 -1.540 0.2006
N 0.567 -0.214 0.735 -0.1886
C 1.607 -1.206 1.026 -0.1117
H -1.640 1.005 0.735 0.0692
H -2.437 0.079 -0.595 0.0633
H -2.317 -0.602 1.014 0.0742
H -1.217 2.229 -2.024 0.0999
H 1.499 -0.194 -1.280 0.1324
H 1.766 -1.902 0.189 0.0793
H 1.273 -1.790 1.886 0.0815
H 2.542 -0.701 1.285 0.0827

Total energy across the listed records, respectively: -3057.38725; -530.15929; -2386.88387; -2808.38134; -3034.37556; -304.63684 Ha.